Entry 1:
67
Properties=species:S:1:pos:R:3:forces:R:3:nbo_charge:R:1 method="wB97M-V/def2-TZVPD" gap_ev=4.702 homo_ev=0.029 total_charge=-2
Pd 0.022 -0.604 -1.293 0.21 -0.34 -0.25 0.5562
P 0.035 -0.898 1.420 -0.06 0.05 0.07 0.8613
F -1.377 1.001 -1.398 -0.12 -0.05 0.09 -0.8634
O 1.927 -1.301 -2.048 -0.02 0.20 0.01 -0.7140
C -0.914 0.169 4.497 0.02 0.00 0.00 -0.6445
C 1.045 2.830 -4.484 0.00 0.01 0.01 -0.2316
C -3.154 0.236 1.132 0.02 0.02 -0.02 -0.6598
C -1.662 -2.358 -0.759 0.01 0.20 0.04 -0.7269
C -1.646 -4.266 3.037 0.00 -0.01 0.01 -0.3947
C 1.248 2.096 -3.322 -0.13 0.05 0.12 0.0133
C 0.941 -0.858 3.062 0.04 -0.05 0.00 -0.2894
C 1.046 2.233 -5.737 0.01 -0.09 -0.02 -0.0650
C -1.545 -2.976 0.477 0.01 0.01 0.00 -0.0028
C 1.495 0.711 -3.395 -0.11 0.02 -0.08 0.0059
C -0.068 3.129 1.901 0.01 -0.03 0.01 -0.2343
C -1.937 -4.979 1.856 0.02 0.05 -0.02 -0.2214
C 1.575 -1.409 -4.810 -0.03 0.05 0.01 -0.6281
C -1.402 3.509 1.849 0.01 0.00 0.00 -0.2424
C -2.049 1.193 1.472 0.04 0.01 0.03 0.0257
C -1.864 -4.371 0.635 0.00 -0.01 0.02 -0.2568
C 2.241 -1.366 2.999 -0.01 0.00 0.00 -0.1970
C 1.336 -0.397 5.400 -0.01 0.00 -0.02 -0.2256
C -2.367 2.542 1.628 -0.01 -0.02 0.00 -0.2099
C 1.442 0.085 -4.652 0.15 -0.04 -0.02 -0.0137
C 0.481 -0.370 4.299 0.00 0.01 0.05 -0.0054
C 0.780 3.033 -6.987 0.00 -0.01 0.03 -0.6132
C -1.073 -2.310 1.679 -0.02 -0.03 0.00 -0.5278
C 1.759 -0.013 -2.121 -0.03 -0.16 0.11 0.0435
C 3.081 -1.398 4.104 -0.01 0.00 -0.01 -0.2397
C 1.233 0.858 -5.791 -0.01 0.05 -0.05 -0.2366
C 0.259 1.791 1.763 -0.05 -0.02 0.00 -0.2129
C -0.711 0.799 1.585 -0.01 0.04 -0.03 -0.2914
C -1.192 -2.964 2.912 0.01 -0.01 -0.07 -0.1068
C 1.069 2.756 -1.981 0.11 0.04 -0.02 -0.6657
C 2.627 -0.900 5.315 -0.03 0.01 -0.01 -0.2346
H 0.781 3.802 -2.106 0.01 0.01 0.00 0.1846
H 1.103 4.070 -6.868 0.00 0.00 0.00 0.1972
H 2.266 0.604 -1.366 0.13 0.05 -0.01 0.1270
H 0.971 -0.023 6.352 0.00 0.00 0.00 0.1869
H 0.846 3.897 -4.400 0.01 -0.01 0.01 0.1808
H 1.304 1.498 1.794 0.01 0.01 0.00 0.2092
H -2.952 -0.775 1.481 -0.01 0.00 -0.01 0.2407
H -2.222 -6.026 1.914 0.00 -0.01 0.00 0.1768
H 0.714 3.869 2.036 0.00 0.00 0.00 0.1908
H -1.693 -4.744 4.008 0.00 0.00 0.00 0.1796
H 1.978 2.721 -1.373 0.03 0.02 -0.01 0.1939
H -1.637 -0.363 3.881 0.00 0.00 0.00 0.2391
H 2.501 -1.785 -4.378 0.02 0.01 0.00 0.2293
H 0.277 2.229 -1.433 -0.04 0.02 -0.03 0.3019
H -4.105 0.578 1.550 0.00 0.00 -0.02 0.1832
H -3.410 2.835 1.547 0.00 0.00 0.00 0.1865
H 1.206 0.359 -6.758 0.00 0.00 0.01 0.1762
H 1.306 2.612 -7.847 0.00 0.00 -0.01 0.1955
H 2.591 -1.738 2.042 0.00 0.00 0.00 0.2266
H 0.776 -1.914 -4.268 -0.01 -0.04 0.01 0.2431
H -0.286 3.048 -7.231 0.00 0.01 -0.01 0.2001
H -1.685 4.551 1.954 0.00 0.00 0.00 0.1866
H -0.859 -2.463 3.813 0.01 0.02 0.01 0.1797
H 1.521 -1.677 -5.869 0.01 0.00 -0.01 0.1704
H 3.266 -0.908 6.192 0.00 0.00 0.00 0.1890
H -3.230 0.211 0.043 -0.02 -0.04 0.00 0.2665
H 4.083 -1.801 4.015 0.00 0.00 0.00 0.1948
H -1.898 -2.968 -1.624 -0.04 -0.01 -0.01 0.1850
H -0.973 1.224 4.217 0.01 -0.01 0.00 0.2341
H -2.106 -4.931 -0.264 0.00 0.00 0.00 0.1823
H -1.206 0.072 5.545 0.00 0.00 0.00 0.1919
H -1.909 -1.299 -0.845 -0.14 0.00 0.08 0.2206

=====

Entry 2:
113
Properties=species:S:1:pos:R:3:forces:R:3:mulliken_charge:R:1 method="wB97M-V/def2-TZVPD" gap_ev=4.792 de_lowest_kj_mol=0.0 homo_ev=-12.331 total_charge=+2
Au 1.053 0.863 0.669 -0.11 -0.75 -0.17 0.5986
Sb 0.309 -3.009 -0.243 0.18 -0.02 -0.02 0.8576
Cl -3.210 -0.744 5.285 0.00 0.00 0.00 -0.1360
Cl 1.308 1.731 3.673 0.00 0.02 -0.01 -0.0398
Cl -0.621 0.848 5.970 0.01 -0.01 0.00 -0.1581
Cl -2.010 -0.430 0.050 -0.19 -0.08 0.02 -0.0861
Cl -3.897 -1.404 2.320 0.00 0.06 0.00 -0.1101
P -0.260 2.776 0.202 0.10 0.16 0.15 1.1451
P 3.304 0.303 -0.145 -0.06 0.28 0.00 0.9681
O 2.504 3.150 -0.031 0.02 0.04 0.01 0.4779
C -1.606 -2.669 -4.185 0.01 -0.01 -0.03 -0.7898
C -2.979 2.649 -0.164 -0.02 0.12 -0.01 -0.4243
C 5.886 -0.554 2.919 0.01 0.00 -0.01 -0.7262
C 2.814 5.121 1.381 0.00 -0.01 -0.01 -0.9379
C -0.481 1.691 -2.353 0.02 -0.06 0.03 0.0626
C 3.667 -2.328 -3.854 -0.01 -0.04 0.02 -0.7949
C 0.650 4.135 0.918 -0.08 0.01 0.05 0.8025
C -1.448 -4.001 2.029 0.00 0.04 0.00 -0.6879
C 4.450 4.128 -1.091 -0.02 -0.01 0.01 -0.4763
C 3.028 -4.417 -0.161 0.01 -0.01 0.02 -0.2666
C 4.648 -2.391 -2.873 0.01 0.00 -0.01 -0.7550
C -0.991 0.457 4.348 -0.03 -0.02 0.00 0.3601
C -0.008 -4.447 -4.401 0.01 0.01 -0.01 -0.7179
C -4.580 2.744 1.624 0.00 0.00 0.00 -0.7933
C -2.332 -4.652 -0.108 -0.03 0.04 -0.03 -0.4778
C 2.042 4.160 0.756 0.03 0.00 -0.11 -0.1318
C 3.407 -0.818 -1.546 0.15 0.03 -0.01 1.6213
C 0.375 -4.268 -3.077 0.05 -0.02 0.04 -0.7652
C 3.425 -1.429 1.984 0.09 -0.06 -0.03 0.0477
C -1.950 2.833 0.758 -0.02 -0.01 -0.05 0.9415
C -2.473 -4.683 2.668 0.01 -0.02 0.00 -0.6701
C -0.015 2.946 -4.346 -0.01 0.00 0.00 -0.8073
C 2.548 -1.526 -3.677 -0.03 -0.04 0.00 -0.2760
C 3.965 -1.987 3.130 -0.01 -0.02 0.00 -0.9616
C -2.156 -0.252 4.035 0.01 0.03 -0.01 0.2967
C 1.659 -4.650 -0.069 0.03 0.04 0.02 0.0728
C -0.420 1.766 -3.733 0.03 0.02 -0.01 -0.3950
C 3.474 -6.761 0.110 0.01 0.01 0.00 -0.7008
C 2.110 -7.003 0.210 0.01 0.00 -0.01 -0.8095
C -0.141 2.806 -1.583 0.04 -0.02 -0.01 1.1690
C -0.227 -3.290 -2.293 -0.06 0.06 0.01 1.1088
C 5.197 -1.547 3.598 0.00 0.00 0.00 -0.7670
C -3.554 2.941 2.547 -0.01 0.02 0.01 -0.9826
C -1.365 -3.985 0.638 0.01 0.10 0.08 1.0021
C -2.243 2.984 2.122 -0.02 0.05 -0.03 -0.6449
C 2.416 -0.771 -2.523 -0.01 -0.01 0.00 -0.4234
C 2.174 6.109 2.120 0.00 0.01 0.00 -0.7990
C 0.336 4.050 -3.581 0.01 -0.01 0.00 -0.9266
C 5.351 0.008 1.768 0.01 -0.01 -0.02 -0.5807
C -3.431 -5.350 1.917 0.00 0.01 0.01 -0.6018
C 4.293 1.750 -0.625 0.01 -0.02 -0.15 0.2730
C 3.934 -5.466 -0.076 -0.01 -0.02 -0.01 -0.8040
C 3.774 3.042 -0.561 0.05 0.00 0.14 -0.5202
C -0.445 0.547 2.003 0.07 0.10 0.06 -1.6598
C 5.704 3.930 -1.647 0.01 0.01 0.00 -0.8226
C -2.469 -0.549 2.706 -0.05 -0.01 -0.04 0.0043
C -4.295 2.609 0.275 0.00 0.02 0.00 -0.8507
C -1.219 -2.491 -2.863 0.03 0.02 0.01 -0.7040
C 5.554 1.580 -1.199 -0.04 0.00 -0.06 -0.4080
C -0.138 0.850 3.321 -0.01 -0.05 0.00 0.9907
C -0.997 -3.649 -4.958 0.00 0.02 0.00 -0.6864
C 0.284 3.986 -2.198 -0.04 0.00 -0.01 -0.9826
C 4.522 -1.636 -1.719 -0.01 -0.02 0.02 -0.8952
C 4.122 -0.439 1.287 -0.07 0.13 0.11 0.5352
C 0.790 6.152 2.224 0.00 -0.01 0.00 -1.0234
C 1.206 -5.953 0.123 -0.07 0.01 0.01 -0.3054
C -1.613 -0.124 1.691 0.02 -0.10 0.04 1.2826
C 6.265 2.661 -1.689 0.01 0.01 0.01 -0.9959
C -3.362 -5.331 0.531 -0.01 0.01 0.02 -0.7856
C 0.027 5.159 1.638 0.02 -0.01 0.05 -0.9138
H 0.029 3.004 -5.425 0.00 0.00 0.00 0.4707
H 4.000 5.111 -1.083 0.00 0.00 0.02 0.5862
H 4.175 -7.582 0.181 0.00 0.00 0.00 0.3941
H 3.398 -3.410 -0.305 0.00 0.02 0.01 0.4481
H -5.094 2.471 -0.440 0.00 0.00 0.00 0.5045
H 1.770 -1.505 -4.429 -0.01 0.00 0.00 0.4516
H 5.976 0.587 -1.283 -0.01 0.01 -0.01 0.5082
H 5.278 -1.703 -0.943 0.00 0.01 0.00 0.4098
H 3.427 -2.764 3.656 0.00 0.00 -0.01 0.5345
H 7.243 2.512 -2.125 0.00 0.00 0.00 0.4984
H -1.450 3.131 2.845 0.00 -0.02 0.00 0.7123
H 5.894 0.790 1.256 -0.02 0.00 0.02 0.4522
H 6.240 4.774 -2.061 0.00 0.00 0.00 0.4753
H 2.470 -1.785 1.616 -0.07 -0.01 -0.02 -0.0447
H 4.997 -5.273 -0.150 -0.01 0.00 0.00 0.4808
H 0.459 -5.222 -4.995 0.00 0.01 0.00 0.4545
H 0.145 -6.157 0.207 0.01 0.00 0.00 0.4717
H -1.301 -3.797 -5.986 0.00 0.00 0.00 0.4014
H -2.396 -2.059 -4.606 0.01 0.01 0.00 0.5042
H -5.606 2.703 1.964 0.00 0.00 0.00 0.4703
H 1.538 -0.151 -2.379 0.01 0.02 -0.01 0.0840
H 0.652 4.966 -4.062 0.00 0.00 0.00 0.4800
H -4.229 -5.888 2.412 0.00 0.00 0.00 0.4153
H -0.704 -3.483 2.629 0.02 -0.02 0.00 0.3893
H 5.618 -1.979 4.496 0.00 0.00 0.00 0.4438
H 0.558 4.850 -1.607 -0.01 0.00 0.00 0.5864
H -2.523 -4.698 3.750 0.00 0.00 0.00 0.4339
H -4.107 -5.852 -0.055 0.00 0.00 0.00 0.4486
H 5.509 -3.033 -3.007 0.00 0.00 0.00 0.4945
H -0.783 0.767 -1.876 0.00 0.04 -0.04 -0.0369
H -3.783 3.059 3.598 0.00 0.00 0.00 0.5033
H 1.749 -8.013 0.356 0.00 0.00 0.00 0.4386
H 0.308 6.950 2.772 0.00 0.00 0.00 0.4835
H 2.773 6.864 2.612 0.00 0.00 0.00 0.4655
H -0.683 0.902 -4.328 0.00 0.00 0.00 0.5626
H 3.891 5.104 1.301 0.01 0.00 -0.02 0.6648
H -1.049 5.182 1.731 0.00 0.01 0.00 0.6417
H 3.767 -2.920 -4.754 0.00 0.00 0.00 0.4327
H 6.844 -0.211 3.286 0.00 0.00 0.00 0.4581
H 1.143 -4.907 -2.656 0.00 0.00 0.00 0.4835
H -2.286 -4.651 -1.191 0.01 -0.01 0.00 0.4383
H -1.727 -1.740 -2.269 -0.01 0.01 -0.01 0.4531
H -2.763 2.546 -1.219 0.01 -0.02 0.01 0.4124

=====

no.,molecular weight (g/mol),maximum force (hartree/bohr),total energy (eV)
1,576.99,0.0091,-50199.4766
2,1337.94,0.0151,-156371.4639